A 11-piece molecular cluster, C31H84O11 overall in a non-equilibrium geometry, computed with ωB97M-V with the def2-TZVPD basis set.

The geometry in XYZ format:
```
126
Properties=species:S:1:pos:R:3:forces:R:3
C 0.848964 9.165170 12.551913 -1.426 1.665 1.028
C 0.689898 8.486680 13.922062 -0.045 -0.056 -0.529
O 1.986707 8.017441 14.204824 0.346 -0.290 -0.096
C 2.200172 6.915225 15.065284 0.276 0.155 0.072
C 3.427261 6.193506 14.530297 0.133 -0.113 -0.310
H 1.675893 9.872248 12.622674 0.679 -0.740 -0.507
H 0.762119 8.479414 11.716695 0.837 -0.159 0.021
H 0.062993 9.911598 12.353149 -0.426 -0.391 0.275
H 0.348668 9.110391 14.757751 -0.012 0.449 -0.338
H -0.079013 7.704930 13.827926 0.345 -0.364 0.121
H 2.460851 7.264275 16.073877 -0.448 0.030 0.055
H 1.294755 6.301200 15.106445 0.138 -0.168 0.016
H 3.324453 6.041096 13.455362 -0.086 -0.144 0.020
H 3.643836 5.234287 15.005017 -0.257 0.060 0.107
H 4.312709 6.816714 14.663128 -0.068 0.092 0.050
C -1.608815 6.234058 11.186382 -0.464 -0.739 -0.708
C -2.373710 7.537764 11.338364 1.767 0.354 0.918
O -3.009325 7.845343 10.133497 -0.652 -0.394 -0.226
C -3.693042 9.073033 10.167380 -0.742 0.304 1.396
C -4.955880 9.040208 11.064139 0.490 0.108 -0.346
H -2.311198 5.395176 11.156592 -0.075 0.058 0.239
H -1.115918 6.149780 10.214769 0.153 0.444 0.049
H -0.869819 6.005157 11.952549 -0.094 0.369 0.207
H -2.949629 7.518738 12.273379 -0.883 -0.284 -0.511
H -1.683232 8.364387 11.586214 0.259 -0.056 -0.326
H -3.020425 9.818669 10.606939 0.120 0.291 -0.407
H -4.015853 9.345506 9.167932 0.369 -0.102 -0.254
H -5.564243 9.929913 10.893986 -0.085 -0.095 -0.272
H -4.723312 9.081860 12.127674 0.093 -0.353 -0.019
H -5.502775 8.134573 10.806049 -0.260 0.070 0.208
C -2.477835 16.686487 13.281654 1.136 -0.930 -0.231
C -3.278074 17.457045 14.322536 1.057 -1.555 0.713
C -2.758149 17.216371 15.757023 0.230 1.013 0.124
O -3.273811 18.832275 14.001629 -0.439 -0.222 0.156
H -2.017999 15.777728 13.693066 -0.694 -0.172 0.363
H -1.546317 17.129571 12.911859 -0.418 0.891 0.026
H -3.052006 16.343021 12.421206 -0.144 0.290 -0.031
H -4.232465 16.915178 14.380581 -0.630 0.982 -0.565
H -3.175907 16.321611 16.213241 0.206 -0.197 -0.189
H -3.094837 18.051842 16.386039 -0.185 -0.110 0.022
H -1.670600 17.251221 15.857051 0.025 -0.280 -0.215
H -3.453890 19.287026 14.831945 -0.102 0.222 -0.239
C -0.796409 10.442900 7.314098 -0.026 -0.008 -0.612
C 0.311640 9.405174 7.456868 -1.052 -1.628 0.118
C 0.491465 8.952624 8.907757 0.308 1.567 0.387
O -0.119323 8.197806 6.753719 0.501 0.497 -0.020
H -1.608419 10.265820 8.021597 0.194 0.245 0.272
H -1.273028 10.351016 6.330441 0.195 -0.014 -0.095
H -0.421271 11.467073 7.324175 -0.079 -0.013 0.502
H 1.243770 9.742051 7.000438 0.005 0.041 0.074
H -0.371542 8.395299 9.268384 -0.028 -0.165 -0.274
H 0.530142 9.866890 9.519953 0.082 -0.113 0.097
H 1.422128 8.431426 9.122321 -0.073 -0.278 -0.302
H -0.961105 8.406270 6.346362 -0.074 -0.163 -0.151
C -2.255613 17.333705 6.953494 -0.279 0.809 0.486
C -3.505913 16.492186 7.196334 -0.006 -0.412 -0.394
C -4.780249 17.285683 7.397882 0.762 1.098 0.456
O -3.711404 15.635492 6.082129 0.054 -0.267 -0.278
H -2.340846 17.998204 6.090475 -0.053 -0.553 -0.413
H -1.402643 16.659888 6.890988 0.145 0.179 -0.288
H -2.067104 18.066754 7.747563 -0.022 -0.419 0.360
H -3.301412 15.854638 8.068817 -0.169 0.168 0.187
H -4.976285 17.920823 6.531981 -0.156 -0.336 -0.227
H -4.573042 18.010490 8.194363 -0.200 -0.126 0.140
H -5.660036 16.716009 7.682427 0.072 -0.246 -0.195
H -2.969218 14.999453 6.050144 -0.385 0.345 0.217
C -6.054766 16.906241 11.083543 1.366 0.290 -1.635
C -6.825537 15.610823 10.883811 0.298 0.336 0.750
C -5.952099 14.472877 10.422058 -0.284 -1.018 -0.236
O -7.453747 15.262992 12.126380 -0.436 -0.112 -0.263
H -6.647547 17.817356 11.065005 -0.240 -0.134 0.647
H -5.375372 17.056688 10.226696 -0.396 -0.150 -0.275
H -5.278783 16.889757 11.852029 -0.702 -0.130 0.692
H -7.616858 15.749166 10.143079 -0.097 0.147 0.183
H -5.433389 14.648408 9.478180 0.289 0.346 0.242
H -6.567641 13.591957 10.204413 -0.146 0.105 0.166
H -5.281762 14.148347 11.225267 0.325 0.258 -0.194
H -6.873219 14.663324 12.605119 0.040 0.052 -0.022
C 1.916696 17.743225 13.452412 0.618 0.104 1.198
C 2.476547 16.329373 13.527416 -0.291 -0.743 0.130
C 1.435492 15.284493 13.105135 0.056 0.835 -0.564
O 3.607247 16.146732 12.694913 0.201 -0.129 -0.751
H 1.562311 18.048282 12.470827 -0.225 -0.297 -0.037
H 2.676567 18.472491 13.757846 0.130 -0.098 -0.160
H 1.164807 17.841035 14.240555 -0.373 0.058 -0.408
H 2.790224 16.030627 14.539586 -0.185 0.608 0.121
H 1.014675 15.615033 12.151296 0.035 -0.171 -0.062
H 0.596925 15.258925 13.800069 0.147 -0.205 0.176
H 1.894064 14.308055 12.962335 -0.042 -0.069 0.244
H 4.265268 16.827870 12.860229 -0.096 0.063 0.137
C -2.014098 13.856374 10.061763 -0.471 -0.286 -0.083
C -1.331772 12.530001 10.451166 0.138 0.361 -0.078
O -0.461726 12.722727 11.573522 -0.035 -0.177 0.090
H -2.092335 13.975368 8.980020 0.168 0.038 -0.024
H -1.501956 14.713508 10.496214 0.309 -0.096 -0.168
H -3.035333 13.958377 10.435701 0.010 -0.362 0.117
H -0.743412 12.091626 9.641744 -0.073 0.244 -0.179
H -2.034862 11.750863 10.741974 -0.151 0.193 0.118
H 0.302500 13.215925 11.256787 -0.012 0.064 0.188
C -3.063698 12.588068 4.416821 0.278 0.088 -0.082
C -1.741832 13.283179 4.751017 -0.982 -0.558 0.538
O -1.830985 13.662102 6.157789 0.846 -0.405 -0.572
H -2.999074 12.011435 3.492645 0.056 0.160 -0.072
H -3.896402 13.284968 4.342297 0.035 0.077 0.036
H -3.276145 11.884229 5.221344 -0.045 -0.007 0.017
H -1.550505 14.179603 4.162940 0.036 -0.090 -0.167
H -0.941201 12.550726 4.641301 0.188 0.197 -0.108
H -0.929577 13.544365 6.479073 -0.179 0.350 0.358
C 0.511514 16.568619 9.632189 -0.262 -0.167 0.534
C 1.927535 16.747857 9.130447 0.313 -0.472 0.162
O 2.370756 15.564224 8.460206 -0.085 -0.019 -0.403
H 0.337729 15.610360 10.125364 0.559 -0.171 -0.122
H -0.232724 16.582309 8.838380 0.026 0.407 -0.032
H 0.294317 17.283942 10.430366 -0.246 0.350 -0.386
H 2.617283 16.976642 9.947011 -0.129 -0.008 0.120
H 2.002974 17.574577 8.422493 -0.140 -0.014 -0.052
H 3.011221 15.091007 8.994005 0.011 0.122 0.170
C -2.784205 10.195316 14.178505 0.310 0.044 0.161
C -1.995260 11.481791 14.238105 0.647 0.440 -0.684
O -2.635412 12.511436 13.473881 -0.288 -0.144 0.230
H -2.305266 9.426409 14.789781 -0.144 0.094 0.255
H -2.796636 9.777371 13.171580 -0.223 0.277 -0.100
H -3.789704 10.409817 14.539606 -0.102 -0.329 -0.088
H -1.000602 11.369069 13.793583 0.041 -0.337 0.225
H -1.835973 11.831742 15.261851 -0.240 -0.085 0.082
H -1.968849 12.843617 12.863773 0.096 0.133 0.003
```
Positions in Å, forces in eV/Å.

Calculated values
- lowest unoccupied orbital energy (eV) = 0.3
- total energy (eV) = -56028.1040
- 2S+1 = 1
- ΔE to the lowest compared entry with this formula, charge and spin (kJ/mol) = 368.1
- HOMO-LUMO gap (eV) = 9.9340

Here are the Löwdin charges for atoms 1 to 4, given in e: -0.0638 -0.2674 -0.1772 -0.2716